[1]
Molecular formula: C5H13NO7S
Method: DFT, ωB97M-V with the def2-TZVPD basis set

Atoms and positions in Å:
H (-1.971, 3.730, 0.224)
H (-2.355, 0.034, -1.469)
H (1.850, -1.658, -2.979)
O (-0.016, 0.039, 2.728)
H (-1.707, -0.982, -0.012)
H (-0.986, -1.225, -1.677)
H (0.819, -1.963, -0.854)
H (-1.917, 0.492, 2.288)
N (-0.482, 0.481, -0.477)
O (-0.722, 2.499, 1.768)
O (-2.413, 1.027, 1.727)
H (1.539, 0.719, 0.375)
O (-0.383, -2.103, 1.538)
C (1.480, -1.170, -0.965)
H (2.923, -1.500, 0.258)
H (0.147, 1.056, 2.666)
C (1.445, -0.784, -2.477)
O (-2.403, 2.802, 0.392)
O (2.794, -1.296, -0.631)
O (1.920, -1.390, 1.906)
S (0.565, -1.007, 1.647)
H (0.404, -0.609, -2.683)
C (-1.753, 2.151, 1.314)
H (2.058, 0.085, -2.464)
H (-0.157, 1.145, -1.194)
C (0.783, -0.114, 0.002)
C (-1.463, -0.458, -0.952)

Properties
SMILES string: CN[C@H]([C@@H](C)O)S(=O)(=O)O.O=C(O)O
E_tot: -32052.378 eV
E_HOMO: -9.3 eV
Energy above the lowest of the compared OMol25 structures with the same formula, charge and spin: 0.00 kcal/mol



[2]
Molecular formula: C28H49BBrNO7S4Si
Method: DFT, ωB97M-V with the def2-TZVPD basis set

Atoms and positions in Å:
O (0.414, -5.426, -6.431)
H (-6.966, 0.522, 7.069)
H (-0.347, 1.888, 7.704)
H (-0.325, -1.117, 5.369)
H (4.128, -3.814, 0.198)
O (3.651, 3.292, -1.951)
S (-0.776, -0.462, 7.595)
C (1.671, 0.373, -2.372)
H (-0.258, 0.655, 5.546)
H (6.903, -0.823, 0.465)
B (0.217, -1.620, -3.124)
O (-5.931, -0.400, 3.788)
O (2.869, -1.550, -3.006)
H (-3.309, 3.223, -1.073)
H (-4.336, -1.943, 5.677)
H (-6.071, 0.193, 0.120)
H (-4.153, -0.199, 5.971)
C (2.829, -0.538, -2.330)
H (0.205, 4.527, -2.026)
C (4.578, 1.951, 2.171)
H (-5.043, -1.215, 7.138)
H (-2.455, 2.546, -2.999)
O (0.013, -1.888, -4.449)
C (3.251, 2.159, -1.774)
C (-4.813, -1.055, 6.085)
C (3.666, -2.978, -0.323)
C (3.960, -0.190, -1.422)
S (1.888, -5.480, -6.233)
C (0.430, -0.110, -2.731)
C (-6.788, 0.735, 6.016)
C (4.169, 1.114, -1.201)
C (2.360, -3.891, -5.556)
H (4.302, 2.314, 3.131)
H (1.962, -3.091, -6.180)
C (0.814, 2.621, -2.110)
H (1.007, 0.923, 8.376)
H (-5.429, 1.655, 1.992)
H (1.842, 4.361, -2.194)
H (1.102, -0.365, 6.120)
H (2.414, -6.112, -8.451)
H (-7.116, 1.795, 2.544)
H (-1.442, 3.955, -2.998)
H (-1.849, 2.705, -0.270)
O (-2.224, -0.192, 7.378)
H (5.447, -0.789, 1.486)
H (3.721, -5.142, -7.729)
Br (-2.763, 6.120, -1.785)
H (6.878, -2.856, -1.927)
C (2.642, -5.238, -7.845)
S (-6.330, -0.784, 5.172)
H (-6.123, 3.262, 2.345)
H (6.193, -1.540, -2.935)
C (-6.329, 2.266, 1.957)
H (-0.832, -3.183, -1.988)
O (-5.698, 2.917, -0.522)
H (-5.989, 1.467, 5.901)
H (5.329, -3.044, -2.767)
C (-1.674, 3.050, -2.435)
C (-0.076, 1.027, 8.315)
C (1.881, 1.725, -2.081)
H (3.446, -3.819, -5.486)
H (-7.796, 0.261, 0.589)
C (-0.627, 0.802, -2.749)
C (5.970, -2.343, -2.234)
C (0.189, -2.806, -2.077)
H (0.577, -2.535, -1.099)
H (6.290, -2.311, 1.138)
C (5.304, 1.676, -0.379)
C (5.984, -1.349, 0.726)
H (3.140, -3.326, -1.207)
H (-0.491, 1.136, 9.314)
H (-0.992, 5.043, -0.374)
H (2.223, -4.346, -8.311)
H (-1.613, 0.457, -3.032)
Si (4.949, -1.683, -0.797)
H (6.218, 1.095, -0.473)
C (-2.037, 4.812, -0.556)
H (5.523, 2.675, -0.761)
C (-0.470, 2.142, -2.429)
C (4.920, 1.847, 1.026)
S (-6.873, 2.440, 0.259)
H (2.945, -2.515, 0.354)
H (-0.309, -2.791, -4.549)
H (0.807, -3.620, -2.459)
H (1.932, -3.819, -4.560)
C (0.021, -0.298, 5.995)
H (-7.703, 1.106, 5.558)
C (-7.028, 0.680, -0.061)
N (1.006, 3.961, -1.792)
H (-2.571, 4.947, 0.378)
C (-2.233, 3.381, -1.032)
H (-7.319, 0.559, -1.102)

Properties
E_tot: -167589.362 eV
E_HOMO: -8.3 eV



[3]
Molecular formula: C3H8FNS
Method: DFT, ωB97M-V with the def2-TZVPD basis set

Atoms and positions in Å:
H (-0.820, -2.702, -1.329)
H (0.065, -1.253, 1.278)
H (1.588, 1.126, -0.891)
N (0.963, 1.648, -0.325)
S (-1.909, -2.045, -0.865)
H (-1.037, 0.146, -1.251)
H (-2.064, -0.039, 0.175)
C (0.566, 0.862, 0.810)
H (-0.349, 1.306, 1.286)
H (1.605, 2.304, 0.049)
C (-1.247, -0.503, -0.402)
H (1.375, 0.793, 1.557)
C (0.109, -0.579, 0.388)
F (1.153, -1.062, -0.479)

Properties
SMILES string: NC[C@H](F)CS
E_tot: -18283.114 eV
E_HOMO: -9.0 eV
Energy above the lowest of the compared OMol25 structures with the same formula, charge and spin: 6.56 kcal/mol



[4]
Molecular formula: C13H7F6N2O4PdS3Te
Method: DFT, ωB97M-V with the def2-TZVPD basis set

Atoms and positions in Å:
Pd (-1.096, -0.636, -0.403)
H (3.408, 0.909, 0.570)
C (-0.309, -4.023, -0.274)
N (-0.744, -2.250, 1.616)
C (2.733, 0.736, -0.259)
F (-1.534, -1.093, 5.224)
O (-0.547, -0.024, 2.626)
O (-2.798, -1.057, 2.544)
F (0.235, -2.111, 4.501)
O (-2.718, -3.074, 0.265)
C (-1.069, -1.929, 4.291)
O (-1.664, -4.602, 1.907)
C (1.433, 0.323, -0.031)
H (-1.163, 6.009, -2.147)
C (-1.258, 4.984, -1.826)
C (-1.776, 2.557, -1.685)
S (-1.376, -1.196, 2.629)
H (-0.363, 4.983, 0.134)
N (5.598, 1.720, -2.018)
C (4.520, 1.372, -1.816)
F (-0.635, -3.538, -1.471)
H (1.093, 0.180, 0.989)
H (-0.923, 2.416, 0.285)
C (0.558, 0.097, -1.098)
F (0.929, -3.637, 0.018)
C (1.005, 0.295, -2.402)
F (-1.688, -3.098, 4.424)
H (0.348, 0.125, -3.241)
C (-0.855, 4.427, -0.652)
S (-1.563, -3.490, 1.013)
C (3.173, 0.937, -1.566)
Te (-2.447, 0.614, -2.110)
C (-1.153, 3.038, -0.570)
C (2.307, 0.713, -2.633)
F (-0.328, -5.355, -0.348)
H (2.657, 0.868, -3.645)
S (-1.989, 3.813, -2.840)

Properties
E_tot: -84349.193 eV
Charge: -1
E_HOMO: -5.0 eV
Energy above the lowest of the compared OMol25 structures with the same formula, charge and spin: 0.00 kcal/mol



[5]
Molecular formula: C32H28F3N7O4PW
Method: DFT, ωB97M-V with the def2-TZVPD basis set

Atoms and positions in Å:
O (1.031, -2.326, -4.273)
C (0.434, 2.979, 1.719)
W (-0.584, 0.733, -0.158)
H (-5.225, -0.326, -0.542)
H (5.032, 0.147, -0.820)
H (2.395, -2.288, 1.514)
N (0.871, 4.141, 2.123)
O (-2.006, 2.061, -0.396)
H (1.480, -5.582, -0.212)
O (-2.550, -0.254, 0.624)
C (-1.485, 1.185, -3.054)
C (-5.077, 0.590, 0.032)
C (-2.402, 2.805, -1.414)
H (2.227, -4.551, -4.318)
C (0.698, -3.708, -0.884)
C (4.869, -0.711, -0.179)
C (6.834, -3.593, 1.286)
C (-3.376, 4.360, -3.528)
H (-0.472, -1.208, 4.652)
C (1.375, -4.894, -1.040)
H (0.255, -3.446, 0.068)
H (-5.469, -0.660, 2.753)
C (1.517, 0.548, -0.324)
C (-3.581, 4.749, -2.204)
F (8.021, -3.130, 0.880)
H (-3.275, 4.277, -0.127)
C (3.594, -0.971, 0.312)
H (-3.189, 2.537, 1.642)
H (-4.587, -1.915, 1.847)
H (-2.517, 2.876, -4.809)
C (1.803, -4.327, -3.347)
H (-3.756, 4.960, -4.343)
C (5.926, -1.548, 0.145)
N (1.002, 4.806, 0.964)
C (0.140, 1.831, 2.578)
C (1.932, -5.195, -2.286)
C (5.713, -2.647, 0.957)
H (0.523, -1.528, -4.026)
F (6.645, -4.789, 0.701)
H (1.354, 5.750, 0.964)
C (-0.306, -0.317, 4.059)
F (6.915, -3.817, 2.608)
H (2.474, -6.122, -2.422)
H (0.653, 2.755, 4.439)
C (-3.103, 3.982, -1.156)
H (4.291, -3.782, 2.096)
C (-4.491, -0.966, 2.376)
C (-0.114, -1.536, -1.696)
H (0.673, 4.354, -1.109)
C (-2.682, 3.198, -3.785)
C (0.557, -2.804, -1.946)
C (-0.491, -0.337, 2.690)
N (-0.292, 0.755, 1.950)
C (3.392, -2.086, 1.139)
C (-3.630, 1.744, 2.245)
O (-0.481, -1.239, -0.466)
H (-3.806, -1.094, 3.215)
C (0.311, 1.847, 3.956)
H (-0.809, -1.219, 2.158)
C (1.114, -3.123, -3.198)
H (-1.479, 0.812, -4.074)
N (-0.315, -0.692, -2.670)
C (2.464, -0.154, -0.029)
H (-4.734, 1.379, -0.637)
H (-4.127, 5.659, -1.987)
C (0.650, 4.042, -0.077)
N (0.281, 2.872, 0.379)
P (-3.824, 0.261, 1.259)
C (-2.175, 2.412, -2.743)
H (-4.602, 2.064, 2.623)
C (4.445, -2.919, 1.459)
H (6.916, -1.343, -0.238)
H (-6.022, 0.884, 0.495)
N (-0.865, 0.490, -2.189)
H (-2.983, 1.520, 3.095)
N (0.076, 0.779, 4.705)

Properties
E_tot: -71523.126 eV
Charge: +1
E_HOMO (spin up / spin down): -10.0 / -10.4 eV
Energy above the lowest of the compared OMol25 structures with the same formula, charge and spin: 16.81 kcal/mol
Multiplicity: 3



[6]
Molecular formula: C4H6O2
Method: DFT, ωB97M-V with the def2-TZVPD basis set

Atoms and positions in Å:
H (0.975, -0.395, -1.438)
H (2.068, -0.402, -0.058)
C (1.398, 0.236, -0.642)
O (-0.101, 1.842, 0.355)
C (-1.624, -0.403, -0.083)
H (-0.559, -0.152, 1.995)
H (-2.318, 0.463, -0.090)
H (1.915, 1.096, -1.056)
H (0.030, -1.387, 0.837)
O (-1.619, -1.183, -1.006)
C (0.296, 0.701, 0.252)
C (-0.463, -0.417, 0.933)

Properties
SMILES string: CC(=O)CC=O
E_tot: -8339.407 eV
E_HOMO: -9.9 eV
Energy above the lowest of the compared OMol25 structures with the same formula, charge and spin: 24.31 kcal/mol



[7]
Molecular formula: C18H37CoOP3S
Method: DFT, ωB97M-V with the def2-TZVPD basis set

Atoms and positions in Å:
C (-7.424, -1.501, -0.755)
C (2.127, 0.711, 2.458)
H (3.120, 1.402, -1.751)
H (0.767, 2.935, 0.808)
H (-7.899, -1.712, 1.309)
Co (-0.220, -0.319, 0.255)
C (-5.159, -0.075, -2.567)
H (0.286, 1.067, 4.355)
C (-3.492, -0.111, -0.303)
H (1.247, -3.300, -0.953)
H (-2.025, -1.033, -1.641)
C (-4.628, 0.758, -0.331)
H (2.816, -2.183, -0.372)
H (2.592, 1.907, -0.131)
C (0.125, 2.585, 1.632)
H (1.883, -2.608, 1.777)
H (-2.085, -3.078, 2.345)
O (-1.022, 1.502, -1.962)
C (1.395, -0.674, -2.653)
P (0.362, 0.796, 1.958)
C (-1.786, -3.427, 1.351)
H (-6.394, 1.303, -1.467)
C (0.197, -3.517, -0.676)
S (-2.550, -0.197, 1.145)
H (0.575, -2.221, 2.978)
H (3.763, -0.938, -1.213)
H (-1.384, 1.068, 3.644)
C (2.241, 1.493, -1.086)
H (2.424, -0.342, 2.549)
C (-7.515, -1.051, 0.505)
H (1.123, -1.733, -2.736)
H (-0.496, -3.349, -1.506)
H (-0.492, -0.478, 3.848)
C (-5.435, 0.765, -1.475)
H (-0.928, 2.743, 1.366)
H (2.792, 1.229, 1.755)
C (-0.392, 0.591, 3.625)
P (-0.305, -2.557, 0.757)
H (-2.639, -3.281, 0.681)
H (-1.579, -1.194, 0.373)
H (0.644, -0.064, -3.172)
C (-3.953, -0.798, -2.585)
H (-5.900, -0.241, -3.382)
H (1.513, 2.202, -1.503)
H (-4.878, 1.371, 0.554)
H (0.319, 3.138, 2.566)
H (-7.261, -0.808, -1.592)
C (-3.067, -0.706, -1.505)
H (-3.679, -1.449, -3.412)
H (3.432, -0.747, 0.519)
H (0.119, -4.573, -0.373)
C (-0.737, 0.963, -0.948)
H (0.764, -3.895, 2.379)
H (2.383, -0.512, -3.111)
P (1.533, -0.181, -0.907)
C (0.860, -2.833, 2.104)
H (-1.525, -4.493, 1.384)
H (-7.269, -0.011, 0.788)
C (3.016, -1.107, -0.424)
H (-7.556, -2.564, -1.038)
H (2.188, 1.182, 3.451)

Properties
E_tot: -97611.032 eV
Charge: +3
E_HOMO (spin up / spin down): -17.2 / -16.8 eV
Energy above the lowest of the compared OMol25 structures with the same formula, charge and spin: 9.79 kcal/mol
Multiplicity: 5



[8]
Molecular formula: C9H13N3O2
Method: DFT, ωB97M-V with the def2-TZVPD basis set

Atoms and positions in Å:
H (0.491, 2.248, -2.888)
H (0.544, -0.174, 4.054)
H (-1.745, -2.030, 0.091)
O (-1.122, 1.963, -0.425)
N (1.275, 1.600, -2.898)
H (0.627, -1.697, -2.164)
C (-0.876, -1.610, 3.333)
C (0.362, -0.107, 1.923)
H (-1.120, -1.974, 4.321)
H (2.069, 1.522, 0.190)
H (-2.250, -2.925, 2.341)
H (2.125, 2.652, -1.002)
H (-0.172, 2.210, -0.310)
C (0.063, 0.122, -1.409)
C (-0.286, -0.664, 0.855)
C (-1.205, 0.758, -1.009)
C (0.057, -0.599, 3.188)
H (1.127, 0.942, -3.658)
C (1.346, 0.896, -1.625)
N (1.564, 1.907, -0.599)
H (2.185, 0.182, -1.708)
H (-1.042, -1.343, -2.176)
H (1.078, 0.695, 1.819)
O (-2.272, 0.216, -1.215)
C (-1.513, -2.143, 2.224)
N (-0.091, -0.989, -2.209)
C (-1.219, -1.658, 0.956)

Properties
E_tot: -18105.623 eV
E_HOMO (spin up / spin down): -6.2 / -9.2 eV
Energy above the lowest of the compared OMol25 structures with the same formula, charge and spin: 0.00 kcal/mol
Multiplicity: 3



[9]
Molecular formula: C8H32N16O8
Method: DFT, ωB97M-V with the def2-TZVPD basis set

Atoms and positions in Å:
H (-1.582, 6.697, -0.967)
H (4.363, -1.571, -0.629)
O (-1.333, -2.395, -1.178)
O (-4.122, -2.773, 3.152)
C (0.732, 4.125, -3.872)
O (0.094, -1.396, 3.242)
H (2.831, -4.249, -3.036)
H (-0.754, 1.680, 2.347)
H (-0.142, -4.094, 4.778)
H (-1.428, 3.320, 2.199)
N (4.306, -2.214, -1.406)
O (0.387, 1.488, 0.681)
H (-3.014, -1.015, 1.916)
N (-2.448, -1.432, -2.923)
N (0.216, 4.277, -0.488)
C (-3.233, -2.829, 2.242)
C (-1.941, 2.187, 3.781)
H (-0.683, 0.699, 3.696)
H (0.376, 3.434, 0.046)
H (5.170, -2.460, -1.868)
N (1.375, 0.402, -1.067)
H (-0.665, 2.732, -3.488)
H (0.485, -2.598, -2.804)
H (2.388, 5.083, -4.312)
N (-1.426, 1.109, 4.242)
N (0.750, -0.758, 0.565)
H (-0.548, -2.224, -4.180)
H (-0.134, 6.222, -1.678)
H (-2.338, -2.041, 0.723)
H (1.807, -3.218, 5.067)
H (-1.970, -3.956, 1.107)
H (4.564, -4.036, -2.714)
N (-0.375, -3.480, 4.011)
C (-0.836, 5.023, -0.214)
N (1.481, -2.413, 4.552)
C (-1.418, -2.043, -2.369)
H (-3.063, -0.883, -2.339)
N (-2.617, -1.914, 1.685)
H (-1.074, -3.624, 3.297)
H (-3.129, -4.821, 2.122)
N (-1.402, 2.403, 2.623)
N (1.948, 4.174, -4.339)
O (0.098, 5.083, -3.519)
H (0.925, 2.287, -4.243)
N (-0.358, -2.197, -3.188)
H (1.288, 1.186, -1.697)
C (0.778, 0.444, 0.098)
O (2.227, -2.961, -1.159)
N (0.308, 2.884, -3.713)
H (-1.738, 0.707, 5.115)
H (0.380, 4.332, -1.483)
H (1.530, -0.508, -1.479)
C (3.272, -2.976, -1.621)
N (-0.886, 5.970, -1.053)
N (3.603, -3.732, -2.642)
H (1.998, -1.572, 4.336)
H (2.506, 3.333, -4.340)
N (-2.682, -3.965, 1.823)
H (1.435, -1.338, 0.103)
O (-1.511, 4.705, 0.683)
C (0.356, -2.400, 3.906)
H (0.324, -1.006, 1.447)
O (-2.767, 2.877, 4.265)
H (-2.684, -1.772, -3.845)

Properties
SMILES string: NC(N)=O.NC(N)=O.NC(N)=O.NC(N)=O.NC(N)=O.NC(N)=O.NC(N)=O.NC(N)=O
E_tot: -49040.321 eV
E_HOMO: -7.7 eV
Energy above the lowest of the compared OMol25 structures with the same formula, charge and spin: 144.29 kcal/mol



[10]
Molecular formula: C4H5NS
Method: DFT, ωB97M-V with the def2-TZVPD basis set

Atoms and positions in Å:
H (-0.615, -1.294, -0.306)
C (-0.274, 1.038, 0.263)
S (0.793, 0.229, 1.112)
C (2.139, -0.886, -0.650)
H (-2.373, -1.666, 0.263)
C (-1.599, -0.976, 0.131)
C (-1.609, 0.386, 0.063)
H (-0.378, 2.159, 0.179)
H (3.526, 0.076, -1.162)
H (-2.512, 0.979, 0.538)
N (2.902, -0.045, -0.431)

Properties
E_tot: -16547.488 eV
E_HOMO (spin up / spin down): -6.8 / -9.2 eV
Energy above the lowest of the compared OMol25 structures with the same formula, charge and spin: 74.23 kcal/mol
Multiplicity: 3



[11]
Molecular formula: CH9O3S
Method: DFT, ωB97M-V with the def2-TZVPD basis set

Atoms and positions in Å:
H (-1.662, -2.599, -0.665)
S (0.584, -1.627, -0.231)
H (1.982, 0.745, -0.680)
O (-0.410, -1.949, 3.148)
H (-1.688, -1.326, 0.604)
H (-1.246, -1.549, 2.890)
H (-0.066, -2.270, 2.294)
O (2.759, 1.081, -0.203)
H (3.245, 0.249, -0.128)
O (-0.570, 3.695, -1.841)
H (-1.517, -0.924, -1.112)
C (-1.251, -1.662, -0.340)
H (0.081, 3.806, -2.543)
H (-0.240, 4.329, -1.194)

Properties
E_tot: -18161.679 eV
Charge: -1
E_HOMO: -2.7 eV
Energy above the lowest of the compared OMol25 structures with the same formula, charge and spin: 25.27 kcal/mol



[12]
Molecular formula: C4H9N5
Method: DFT, ωB97M-V with the def2-TZVPD basis set

Atoms and positions in Å:
H (2.097, -0.399, 1.652)
H (2.429, 1.633, 0.022)
C (1.730, 0.839, -0.358)
N (-1.623, 0.184, 0.962)
N (-2.571, -0.713, 0.579)
H (1.161, -1.025, 0.041)
H (0.376, 1.833, 1.288)
C (1.827, -0.447, 0.309)
C (0.385, 1.432, 0.022)
N (-2.286, -0.840, -0.710)
C (-0.896, 0.518, -0.084)
N (3.239, -1.041, -0.060)
H (-1.787, 0.635, 1.812)
H (-0.024, 2.366, -0.665)
H (1.646, 0.693, -1.479)
H (3.181, -1.905, 0.480)
H (3.865, -0.519, 0.326)
N (-1.218, -0.070, -1.172)

Properties
E_tot: -11739.312 eV
E_HOMO: -9.5 eV
Energy above the lowest of the compared OMol25 structures with the same formula, charge and spin: 122.68 kcal/mol